No. 1
A 11-piece molecular cluster, C4H27NO13 overall. Source: OMol25; level of theory: ωB97M-V/def2-TZVPD.

Last column: Löwdin charge in e.
Atoms and positions in Å:
O1 0.412 2.929 0.199  0.1088
C1 -0.451 2.543 -0.558  -0.5081
O2 -0.794 3.258 -1.628  0.1456
C2 -1.227 1.276 -0.496  -0.0578
C3 -0.241 0.144 -0.288  -0.0423
C4 -0.373 -1.054 -1.270  -0.3179
N1 -0.023 -2.253 -0.777  0.2789
O3 -0.628 -0.913 -2.486  0.2565
H1 -0.204 4.034 -1.695  0.1651
H2 -1.887 0.914 -1.246  0.0919
H3 -1.846 1.451 0.463  0.1805
H4 -0.381 -0.182 0.756  0.1245
H5 0.833 0.470 -0.423  0.1334
H6 -0.310 -3.056 -1.313  0.1485
H7 0.062 -2.373 0.216  0.1247
H8 2.518 2.444 0.281  0.0379
H9 2.724 1.416 -0.912  -0.0099
O4 3.114 1.794 -0.101  -0.0495
H10 0.091 -0.723 4.450  0.0603
H11 0.228 -0.234 3.027  -0.0236
O5 -0.145 -0.966 3.550  -0.0636
H12 3.913 0.305 2.117  0.0710
H13 2.855 0.474 1.065  0.0045
O6 3.020 0.004 1.917  -0.0700
H14 -2.888 -3.720 1.018  0.0640
H15 -2.332 -2.446 0.860  0.0094
O7 -2.320 -3.289 0.364  -0.0673
H16 0.283 1.967 1.852  0.0178
H17 1.537 0.950 2.470  0.0124
O8 0.693 1.420 2.527  -0.0534
H18 2.552 -0.068 -2.570  0.0764
H19 1.456 0.933 -3.018  0.0153
O9 2.225 0.823 -2.412  -0.0448
H20 3.148 -2.907 1.659  0.0264
H21 1.857 -2.536 2.438  0.0068
O10 2.358 -3.280 2.061  -0.0653
H22 -0.511 0.420 -3.996  0.0505
H23 -0.703 1.709 -3.237  0.0786
O11 -0.016 1.225 -3.785  -0.0006
H24 -3.417 -0.137 2.686  0.0405
H25 -2.351 -1.256 3.013  0.0101
O12 -3.176 -1.055 2.558  -0.0501
H26 -2.974 -0.873 -3.270  0.0766
H27 -3.684 0.294 -2.691  0.0711
O13 -2.999 0.121 -3.376  -0.0638

Forces on atoms 1 to 6 (eV/Å):
-0.8 -0.7 0.0
0.3 1.5 -1.4
0.1 0.3 -0.5
-0.2 -0.2 2.9
1.0 -0.3 0.5
1.5 -1.2 2.1

F_max: 2.957 eV Å⁻¹
Calculated total energy: -1201.17973 Eh
Multiplicity: 2
Energy relative to the best compared isomer or geometry (same formula, charge and spin): 0.0 kcal per mole
Frontier orbital gap (spin up / spin down): 9.82 / 4.67 eV
HOMO (spin up / spin down): -0.5090 / -0.5088 Ha
Charge: +1



No. 2
C12H30MnN2O8P as an isolated structure. Source: OMol25; level of theory: ωB97M-V/def2-TZVPD.

Last column: Löwdin charge in e.
Atoms and positions in Å:
Mn1 -37.699 -12.107 -8.729  0.7327
P1 -36.069 -14.042 -8.378  0.0081
O1 -34.761 -13.229 -8.206  -0.4670
O2 -35.716 -15.495 -8.685  -0.4545
O3 -36.789 -13.531 -9.751  -0.4899
O4 -37.200 -13.526 -7.381  -0.4685
C1 -33.447 -7.179 -10.230  -0.1399
O5 -34.619 -7.883 -9.952  -0.1979
C2 -34.500 -8.702 -8.796  -0.2086
C3 -35.808 -9.411 -8.543  -0.1891
N1 -35.950 -10.757 -9.101  -0.0882
C4 -35.856 -10.750 -10.576  -0.1697
C5 -37.170 -10.334 -11.223  -0.1972
O6 -38.226 -11.098 -10.664  -0.2480
C6 -39.494 -10.618 -11.058  -0.0878
H1 -32.560 -7.821 -10.329  0.0892
H2 -33.217 -6.436 -9.449  0.0840
H3 -33.555 -6.633 -11.167  0.0824
H4 -34.248 -8.058 -7.941  0.1197
H5 -33.703 -9.444 -8.934  0.1375
H6 -36.639 -8.764 -8.849  0.1229
H7 -35.955 -9.465 -7.458  0.0910
H8 -35.130 -11.295 -8.772  0.0889
H9 -35.722 -11.809 -10.834  0.1171
H10 -35.003 -10.181 -10.947  0.1168
H11 -37.123 -10.492 -12.309  0.1281
H12 -37.353 -9.251 -11.111  0.1194
H13 -39.748 -9.683 -10.542  0.0902
H14 -40.229 -11.368 -10.777  0.0833
H15 -39.505 -10.482 -12.143  0.0912
C7 -40.044 -14.171 -9.179  -0.0469
O7 -39.778 -12.829 -8.756  -0.2849
C8 -40.447 -12.459 -7.584  -0.2200
C9 -40.173 -10.976 -7.282  -0.1660
N2 -38.721 -10.697 -7.299  -0.0759
C10 -38.092 -10.981 -5.986  -0.1853
C11 -38.317 -9.894 -4.955  -0.2145
O8 -37.674 -8.690 -5.331  -0.1945
C12 -36.400 -8.530 -4.760  -0.1235
H16 -41.116 -14.263 -9.388  0.0849
H17 -39.755 -14.849 -8.376  0.1032
H18 -39.438 -14.341 -10.063  0.0962
H19 -40.163 -13.046 -6.702  0.1281
H20 -41.530 -12.602 -7.729  0.1253
H21 -40.567 -10.854 -6.261  0.1104
H22 -40.754 -10.345 -7.951  0.1168
H23 -38.640 -9.686 -7.397  0.1108
H24 -37.021 -11.125 -6.152  0.1163
H25 -38.418 -11.965 -5.646  0.1201
H26 -37.939 -10.274 -3.996  0.1249
H27 -39.380 -9.680 -4.807  0.1155
H28 -36.451 -8.556 -3.665  0.0863
H29 -36.028 -7.546 -5.048  0.0869
H30 -35.671 -9.272 -5.108  0.0894

Forces on atoms 1 to 6 (eV/Å):
0.4 -0.4 -0.2
2.1 -1.1 -3.2
-0.7 0.8 0.6
-1.2 0.3 1.7
-0.1 0.5 0.0
0.2 -0.6 1.1

F_max: 3.940 eV Å⁻¹
Calculated total energy: -2679.11724 Eh
Multiplicity: 6
Frontier orbital gap (spin up / spin down): 4.55 / 4.83 eV
HOMO (spin up / spin down): -0.0814 / -0.0921 Ha
Charge: -1



No. 3
One molecule with the formula C5H7N. Source: OMol25; level of theory: ωB97M-V/def2-TZVPD.

Last column: Löwdin charge in e.
Atoms and positions in Å:
H1 -1.793 -2.342 -1.265  0.0445
N1 -1.607 -1.442 -0.822  0.0929
C1 -0.358 -1.308 -0.625  -0.2229
C2 0.238 -0.106 0.008  -0.2862
C3 1.735 -0.089 0.242  -0.0642
C4 -0.525 0.916 0.326  -0.0570
C5 -1.266 1.942 0.630  0.0275
H2 0.381 -2.074 -0.905  0.1099
H3 1.988 0.439 1.164  0.0792
H4 2.130 -1.108 0.319  0.0702
H5 2.263 0.405 -0.583  0.0807
H6 -1.745 2.029 1.602  0.0624
H7 -1.442 2.737 -0.091  0.0631

Forces on atoms 1 to 6 (eV/Å):
0.0 0.1 0.0
0.4 -0.1 0.0
-0.2 0.0 0.0
-0.1 0.2 0.1
0.1 0.0 0.0
0.0 0.1 0.0

F_max: 0.423 eV Å⁻¹
SMILES: [H]/N=C/C(C)=C=C
Calculated total energy: -249.39516 Eh
Multiplicity: 1
Energy relative to the best compared isomer or geometry (same formula, charge and spin): 49.0 kcal per mole
Frontier orbital gap: 10.04 eV
HOMO: -0.3375 Ha



No. 4
An isolated ion of composition C5H8N and charge +1. Source: OMol25; level of theory: ωB97M-V/def2-TZVPD.

Last column: Löwdin charge in e.
Atoms and positions in Å:
C1 0.611 2.456 0.213  0.0465
C2 -0.250 1.495 0.170  -0.1202
C3 0.094 0.016 0.400  -0.0866
C4 -1.004 -1.200 0.161  0.0417
C5 0.030 -2.189 -0.050  0.0163
N1 0.122 -0.864 -0.784  0.0624
H1 0.365 3.492 0.021  0.0821
H2 1.643 2.350 0.589  0.0940
H3 -1.249 1.631 -0.242  0.1162
H4 0.563 -0.315 1.275  0.1255
H5 -2.009 -1.172 -0.099  0.1354
H6 0.841 -2.324 0.694  0.1516
H7 -0.298 -2.958 -0.718  0.1337
H8 0.573 -0.681 -1.661  0.2014

Forces on atoms 1 to 6 (eV/Å):
2.3 1.7 1.1
-1.4 -3.2 -0.9
-3.6 -0.1 -1.0
2.6 3.1 -0.1
0.6 0.4 -0.1
1.0 -0.8 2.7

F_max: 4.068 eV Å⁻¹
SMILES: C=C[C@H]1[C@@H]2C[N@H+]12
Calculated total energy: -249.66989 Eh
Multiplicity: 1
Energy relative to the best compared isomer or geometry (same formula, charge and spin): 97.4 kcal per mole
Frontier orbital gap: 11.56 eV
HOMO: -0.5458 Ha
Charge: +1